Entry 1:
C31H46INO26S5 | ωB97M-V/def2-TZVPD

The orbital gap is 0.312 Ha. As for the SMILES: CC[C@@H](I)c1c(CCCCCOC(C)=O)cc(CCC(=O)O)c2c1C(=O)NC2=O.O=S1(=O)OCCO1.O=S1(=O)OCCO1.O=S1(=O)OCCO1.O=S1(=O)OCCO1.O=S1(=O)OCCO1. Its HOMO energy is -9.636 eV.

Geometry (Å):
H: 1.564 -6.073 5.869
C: -1.082 1.976 -4.038
H: 1.856 2.611 6.334
H: -3.459 6.184 -3.223
O: 4.612 -1.044 4.225
O: 2.890 0.585 3.534
H: 0.247 -0.588 1.320
C: 0.833 -5.300 6.117
O: -0.363 2.570 -4.775
C: -3.026 1.610 -2.819
C: -1.899 0.900 -2.132
C: 3.538 1.081 -1.629
O: -6.883 6.660 -5.563
H: -4.863 -1.056 1.951
C: 1.726 0.750 -3.324
C: -4.026 -1.680 1.653
H: 0.682 -3.155 6.137
O: -6.493 7.248 -3.193
O: -2.199 -5.045 -1.861
C: 1.707 1.544 6.201
O: 0.154 -5.881 2.995
C: -3.074 -5.749 -2.576
S: -0.248 -4.887 3.927
C: -3.183 0.016 -0.167
H: 2.663 1.065 5.991
C: -3.606 -1.421 0.208
H: 3.745 -2.132 0.315
C: 0.203 -2.530 0.527
C: -0.791 -4.783 0.126
H: 2.985 -0.521 0.405
H: 0.247 -3.036 1.486
H: 1.410 -0.653 -1.021
H: -1.290 -4.561 1.067
C: 4.418 5.038 -1.560
C: -0.657 -0.398 -0.556
C: 3.956 6.445 -1.248
H: 1.096 1.254 4.138
O: -4.598 6.977 -4.746
H: 2.328 -3.742 5.817
O: -5.828 5.045 -4.026
H: 0.347 -3.691 -1.279
H: 2.877 6.553 -1.380
H: -2.858 1.388 -4.781
H: -4.464 -1.707 -0.395
C: -1.688 -5.718 -0.694
H: -3.962 0.410 -0.797
C: -0.415 -3.461 -0.535
H: 5.337 0.057 0.169
O: 3.713 6.776 -4.476
H: 4.234 6.769 -0.250
H: -4.124 3.902 -3.739
O: 4.617 7.252 -2.231
H: -4.059 -4.115 -3.525
H: -2.791 5.962 -4.858
H: 1.500 1.100 -4.321
C: -0.750 1.106 -2.880
O: -4.128 1.846 -2.443
O: -1.393 -4.082 3.691
C: 5.056 -0.543 1.030
H: 3.737 4.282 -1.175
O: 3.441 1.179 -0.447
H: 0.106 -5.338 0.380
O: 0.993 -3.934 4.233
C: 0.468 0.543 -2.521
H: 5.837 -1.276 1.242
C: -0.467 -1.165 0.727
O: 3.268 -1.459 2.217
H: -4.208 -5.667 -4.364
S: 0.243 -0.278 7.061
H: -4.344 -2.715 1.764
C: -3.701 5.964 -4.266
H: -1.178 -6.624 -1.001
H: -2.525 -6.037 -0.081
O: 0.229 -0.105 5.473
O: 4.458 4.978 -2.990
O: 6.124 6.489 -4.004
O: 0.935 -1.476 7.399
S: 3.887 -0.375 3.209
H: -0.176 1.900 5.201
H: -2.822 -2.138 -0.007
C: 2.637 1.784 -2.592
C: 1.271 -3.930 5.651
I: -3.057 1.443 1.452
H: -3.206 -1.545 2.350
O: -1.054 -0.034 7.576
O: -0.371 -5.550 5.370
C: -4.488 4.678 -4.393
H: 1.990 2.418 -1.998
H: 5.423 4.852 -1.177
C: -1.898 0.145 -0.950
H: 0.620 -5.329 7.181
S: 4.770 6.432 -3.599
O: 4.896 0.300 2.179
H: 2.228 -0.215 -3.351
H: -2.685 -4.790 -4.427
H: -1.364 -1.218 1.326
N: -2.518 2.062 -4.095
H: 3.170 2.393 -3.316
O: 4.507 0.264 -2.178
H: 1.222 -2.313 0.216
H: -1.239 -3.026 -1.085
C: 0.482 -0.207 -1.346
H: 4.061 -0.506 -2.553
C: 0.681 1.225 5.139
C: 3.701 -1.200 0.872
O: -3.441 -6.856 -2.288
S: -6.106 6.578 -4.381
C: -3.541 -5.029 -3.800
H: -4.497 4.317 -5.424
O: 1.159 0.978 7.403



Entry 2:
C31H46LuN2O6P2 | ωB97M-V/def2-TZVPD

As for the net charge: +1. The value obtained for the energy relative to the best compared isomer or geometry (same formula, charge and spin) is 0.00 kcal per mole. The orbital gap is 0.285 Ha. Its HOMO energy is -11.009 eV.

Geometry (Å):
H: 0.443 -3.235 2.314
H: 3.522 3.630 0.651
O: 6.495 1.273 2.156
O: 7.063 -3.981 -2.493
C: 1.064 2.701 1.429
H: -2.227 -1.228 -2.559
C: 3.582 2.553 0.843
H: 4.480 2.366 1.447
C: -6.003 1.703 -2.144
H: -3.224 1.925 -1.265
C: 0.905 0.981 2.970
H: -1.803 2.880 -0.780
C: 0.791 3.888 0.577
C: 3.339 0.178 3.060
C: 0.437 0.060 4.040
C: -1.687 -2.194 -0.705
H: -0.349 2.067 -3.107
H: -1.829 1.540 2.886
C: -1.217 2.430 2.681
H: -4.510 -2.106 -0.202
H: 1.041 3.689 -0.476
C: 0.179 2.043 2.347
H: -3.246 0.178 -3.676
H: -7.097 -0.144 -1.867
H: 8.514 -1.302 -0.020
O: 2.463 -0.320 -0.207
O: 2.576 -2.512 -0.801
P: -1.163 0.616 -1.396
H: -6.781 1.876 -2.910
H: 3.166 0.021 4.134
C: -6.513 0.549 -1.241
C: -4.239 0.287 -3.245
C: -2.287 1.894 -0.703
N: 7.235 0.500 1.500
C: 5.239 -0.417 0.389
H: -2.677 -0.855 2.166
C: -0.830 1.083 -3.102
H: -4.119 2.402 -3.027
H: -1.683 2.995 1.869
C: 4.603 -1.364 -0.418
P: -0.839 -1.783 0.879
C: 2.249 1.003 2.478
H: 0.610 -0.990 3.757
H: 3.391 -0.820 2.593
H: -4.816 -1.403 -4.360
H: -2.537 1.708 0.351
C: -2.134 -1.812 2.165
H: -0.258 4.182 0.643
H: -4.351 -2.690 -2.474
H: -1.277 3.062 3.581
C: 7.437 -1.317 -0.138
H: -2.552 -2.837 -0.482
O: 8.472 0.490 1.644
H: 4.632 0.315 0.903
H: 0.981 0.227 4.982
H: -6.104 -2.497 -2.408
C: -4.669 1.486 -2.787
C: 6.639 -0.407 0.562
C: 5.410 -2.304 -1.083
H: -1.657 -1.949 3.149
C: -5.150 -1.946 -2.304
H: -0.986 -2.793 -1.304
H: -7.214 1.001 -0.518
C: 6.814 -2.252 -0.970
C: -5.480 -0.231 -0.479
H: -2.840 -2.634 1.978
H: -5.262 0.137 0.530
C: 2.353 2.069 1.528
H: -1.739 1.123 -3.711
N: 7.631 -3.167 -1.734
C: 3.103 -1.443 -0.498
C: 0.144 -3.263 1.255
H: -0.131 0.345 -3.519
H: 1.046 -3.286 0.623
H: -5.948 2.631 -1.555
O: 8.876 -3.107 -1.611
H: -0.626 0.203 4.244
H: 4.324 0.645 2.934
C: -5.133 -0.885 -3.439
H: -3.124 -0.620 -1.172
H: -6.157 -0.522 -3.593
C: -4.989 -1.409 -0.904
Lu: 0.713 0.471 0.516
C: -2.130 -0.959 -1.498
H: -0.479 -4.147 1.057
H: 3.748 2.057 -0.127
H: 1.404 4.742 0.893
H: 4.952 -3.069 -1.693



Entry 3:
C31H46N4O3PtSe2 | ωB97M-V/def2-TZVPD

The spin multiplicity is 3. The orbital gap (spin up / spin down) is 0.235 / 0.255 Ha. Its HOMO energy (spin up / spin down) is -5.891 / -6.972 eV.

Geometry (Å):
H: -4.381 -0.506 2.608
H: 5.027 -0.820 -2.772
C: -3.397 0.211 -0.961
H: 1.621 -0.885 -4.641
H: -4.227 -2.277 2.367
H: 5.192 -0.553 -0.262
H: -1.385 5.567 -1.340
C: -2.403 -1.216 2.150
C: -1.444 -2.343 2.097
H: 0.355 -5.109 -1.102
Pt: -0.206 -0.227 0.644
C: 0.231 4.094 -1.495
C: -3.954 2.949 2.370
H: 2.962 -2.878 -3.760
C: 4.301 -1.187 -0.127
C: -0.099 -4.471 -0.331
C: -0.601 3.106 -2.326
C: 0.968 -4.062 0.669
H: -0.384 -0.574 -1.668
H: -1.074 3.703 0.233
H: -2.044 -3.325 3.874
O: -0.316 5.941 -3.038
H: 2.760 0.228 -3.852
O: -0.392 3.206 -3.731
C: -2.201 1.710 3.755
C: -1.703 -3.587 2.854
H: 2.295 -5.719 0.253
Se: 0.829 2.009 0.563
H: 0.528 6.328 -3.286
H: 1.838 4.377 -2.949
Se: 2.610 2.354 -1.734
C: -2.799 1.044 1.382
H: 0.261 6.234 -1.015
H: -2.525 -4.177 2.385
N: -0.400 -2.123 1.316
C: 3.114 -4.433 1.782
C: -0.326 5.536 -1.662
C: -3.536 1.187 0.187
H: 2.517 -0.990 3.728
N: 1.531 -0.885 -2.556
C: -3.004 1.920 2.487
H: 4.883 -2.545 -2.328
C: 0.101 -0.582 -2.668
C: 1.581 -1.221 3.200
H: -3.345 0.789 -1.909
H: -0.553 4.140 -3.952
N: 3.526 -1.253 -1.379
H: -1.134 1.530 3.545
C: 2.324 -0.796 -3.803
C: 2.928 -3.276 2.548
H: 0.497 4.524 0.667
C: 4.299 -1.638 -2.573
H: -2.588 0.901 4.410
H: 3.657 -0.773 0.662
C: 2.181 -0.962 -1.354
C: 2.137 -4.821 0.856
H: 4.632 -2.192 0.166
H: -2.262 2.644 4.355
H: 2.303 4.799 -1.238
H: -0.511 -3.584 -0.842
H: -5.037 2.361 -0.824
H: 3.707 -2.950 3.243
N: -1.980 -0.116 1.563
C: 0.804 -2.918 1.465
H: 3.997 -1.790 -4.683
C: 0.007 3.785 0.000
C: 1.780 -2.481 2.393
H: 4.010 -5.038 1.891
C: 1.710 4.126 -1.891
H: -0.822 -4.231 2.947
H: -0.293 2.084 -2.053
H: -3.618 -1.523 3.878
H: -0.384 -1.358 -3.281
H: -4.273 -0.472 -1.047
H: -0.056 0.399 -3.160
H: 0.772 -1.311 3.952
C: -3.730 -1.374 2.784
H: -5.421 3.927 1.092
H: -4.110 3.646 3.199
C: -4.687 3.108 1.187
H: -1.676 3.255 -2.036
C: -4.477 2.234 0.103
H: 1.358 -0.332 2.563
C: 3.394 -1.864 -3.771
H: -2.499 -0.418 -0.890
H: -0.947 -5.031 0.122
O: 1.675 -0.759 -0.202



Entry 4:
C31H46N4P2SiSn | ωB97M-V/def2-TZVPD

The orbital gap is 0.258 Ha. Its HOMO energy is -6.771 eV.

Geometry (Å):
C: 3.835 -2.387 -0.855
H: -2.354 1.785 -2.170
H: -1.704 -3.322 -1.748
P: 1.132 -2.427 -0.612
H: -5.439 -5.583 0.519
C: -4.107 -4.658 -0.875
H: 2.449 -5.263 -0.051
N: -1.452 0.038 -3.060
C: -4.171 -7.172 -0.247
Sn: -1.078 -0.552 0.883
H: -3.856 -0.472 0.305
Si: 1.550 1.941 1.544
H: 3.697 -1.354 -1.137
H: -4.002 -1.527 -3.803
C: -4.935 -5.834 -0.424
C: -0.821 -0.196 -4.285
H: -2.921 1.530 0.734
C: 0.976 0.417 0.570
H: -0.980 -6.531 -2.731
H: 1.062 2.987 3.701
P: -1.709 -1.022 -1.723
C: 0.086 -2.967 1.907
C: -0.845 -5.012 1.578
N: -3.526 -1.028 -1.758
H: 1.830 3.736 -0.176
H: -4.654 -7.702 0.586
C: -2.720 -7.074 0.100
H: 1.022 0.598 -0.513
H: -3.197 -3.840 -2.585
C: -4.394 -1.267 -2.828
H: -4.330 -7.810 -1.132
H: -0.684 -7.103 -0.425
H: -1.428 -2.718 -3.405
H: -0.375 1.127 -6.002
H: -3.989 -6.660 -2.838
C: -1.912 -6.880 -2.250
H: -1.407 -5.920 1.733
H: 0.225 3.899 0.601
H: -1.415 2.067 -0.081
C: -1.711 -6.939 -0.768
H: 0.167 -5.308 -0.405
H: -2.860 -5.717 -3.780
H: 3.845 0.973 1.857
H: -1.532 2.117 1.722
H: -5.721 -6.032 -1.169
C: -0.794 0.989 -5.013
H: 0.413 -4.113 -2.236
C: 3.434 1.901 1.446
H: -1.579 3.035 -4.478
N: 2.701 -3.191 -0.633
H: -0.190 1.776 3.363
C: 4.966 -3.150 -0.632
C: -1.828 1.570 0.811
H: 3.732 1.969 0.391
H: -6.595 -1.157 -3.008
H: -2.496 -7.304 1.158
C: -1.125 -2.612 -2.352
C: -5.649 -0.715 -1.020
H: 1.717 4.387 1.484
C: -1.428 1.996 -4.207
C: -0.066 -4.713 0.473
C: 1.281 3.655 0.779
H: 0.628 -2.157 2.387
H: 0.964 -2.571 -2.988
H: 1.400 1.253 3.928
C: -5.703 -1.071 -2.407
N: 0.525 -3.476 0.656
H: 1.733 -0.359 0.764
C: -0.801 -3.902 2.457
H: -0.472 -1.181 -4.540
H: -4.268 -3.702 -0.364
H: -1.398 -3.782 3.345
C: -3.396 -4.753 -2.007
H: 5.984 -2.810 -0.719
H: -2.074 -7.909 -2.620
H: -6.486 -0.480 -0.381
H: 3.862 2.757 1.984
C: 0.358 -3.013 -2.176
C: 4.538 -4.473 -0.266
C: -4.317 -0.710 -0.646
C: 0.883 1.984 3.293
C: -3.099 -6.024 -2.754
C: 3.149 -4.473 -0.271
C: -1.822 1.395 -3.022
H: 5.180 -5.306 -0.025



Entry 5:
C31H47BN11S3Sr | ωB97M-V/def2-TZVPD

As for the net charge: +1. The value obtained for the energy relative to the best compared isomer or geometry (same formula, charge and spin) is 0.00 kcal per mole. The orbital gap is 0.272 Ha. Its HOMO energy is -10.543 eV.

Geometry (Å):
H: 4.719 3.331 -0.534
C: 3.312 4.257 -1.912
C: 4.828 -0.171 0.086
H: 6.520 3.086 2.595
H: 3.359 4.528 5.410
H: -1.824 5.210 0.334
H: -0.624 -3.154 -0.625
H: 5.371 3.686 -2.141
H: 0.778 5.381 -1.937
H: -1.954 -0.435 -3.176
C: 3.649 5.688 -1.475
C: 2.780 5.186 4.758
C: -0.390 -1.687 -3.616
N: -2.806 0.092 3.346
H: 6.631 -0.118 1.187
N: 3.760 1.184 2.246
H: 4.539 6.033 -2.004
C: 5.396 -0.897 -1.088
Sr: -0.526 0.015 -0.617
C: -0.784 -2.770 -2.627
H: 2.772 3.208 -3.741
H: 0.652 6.825 4.185
H: 3.853 5.731 -0.404
H: -2.364 4.177 -0.963
S: 0.623 -0.331 2.209
H: -0.482 -3.739 -3.034
H: 6.461 -1.072 -0.953
C: 3.026 4.220 -3.419
N: 3.009 0.885 1.176
N: 1.264 1.944 2.724
N: 1.479 3.171 3.141
C: 0.505 5.787 3.886
N: 1.066 2.295 0.248
H: -0.494 0.369 6.543
C: -0.140 2.938 0.242
H: 3.149 5.073 3.738
N: -0.192 -2.526 -1.296
C: -1.556 4.842 -0.657
H: 4.978 3.265 3.447
H: -0.736 -1.986 -4.609
H: 0.798 -2.757 -1.312
H: -1.867 -2.779 -2.508
H: -0.565 5.570 3.917
H: 7.803 0.903 2.750
C: -3.246 -1.017 0.240
H: 2.950 6.215 5.076
C: 7.159 0.585 3.572
C: 1.282 4.862 4.834
C: 4.491 3.336 -1.601
C: 0.656 0.969 3.371
H: 0.362 -0.813 5.535
C: 5.784 1.249 3.515
B: 1.558 1.331 1.347
H: -0.279 4.874 6.363
C: 2.065 3.801 -1.176
H: 0.201 2.659 6.183
C: 3.444 0.194 0.102
H: 0.954 6.115 6.544
C: 0.492 2.418 5.171
N: 2.161 2.755 -0.430
C: -3.215 -0.481 2.425
C: -0.255 4.111 -0.602
H: 4.005 1.343 4.763
S: -1.450 2.360 1.126
N: -0.938 -0.372 -3.219
H: -1.256 -0.283 5.068
H: 2.843 6.388 -1.699
C: 5.014 0.835 2.268
N: -2.894 -0.943 -0.881
H: 7.657 0.869 4.499
C: -0.318 0.044 5.521
C: 1.075 3.428 4.368
H: 0.853 5.669 2.859
C: 4.980 0.856 4.760
H: 5.236 -0.324 -2.003
H: 4.826 -0.223 4.805
H: 5.522 1.160 5.656
S: 2.414 -0.237 -1.182
C: 0.832 4.510 -1.298
N: -3.726 -1.168 1.422
H: 6.489 3.114 4.361
C: 0.267 1.142 4.710
C: 5.952 2.775 3.474
H: -0.715 0.312 -3.934
H: 2.209 4.887 -3.700
C: 0.789 5.075 6.264
H: 7.084 -0.504 3.557
H: 4.888 -1.852 -1.228
H: -1.493 5.682 -1.347
H: 1.332 4.454 6.980
H: 4.277 2.311 -1.908
H: 3.913 4.538 -3.969
H: 0.699 -1.600 -3.662
C: 5.585 0.155 1.168



Asked for E_tot across the records above, the calculation gives -5508.40900 -3687.69564 -6575.77554 -2614.22147 -3061.92187 Eh in order.
Asked for molecular weight across the records above, the calculation gives 1135.9 779.6 875.7 683.5 768.4 g mol⁻¹ in order.
Asked for F_max across the records above, the calculation gives 0.0219 0.0670 0.0600 0.0413 0.0099 Eh/bohr in order.